78
Properties=species:S:1:pos:R:3:forces:R:3 method="wB97M-V/def2-TZVPD" lumo_energy_ev="0.4 / -1.1" s2=16.129 e_tot_ha=-2513.94668 multiplicity=8 e_homo_ev="-7.86 / -7.35" relative_energy_kj_mol=0.0
O -0.617 -1.860 -3.093 0.968 -1.626 -2.334
C 0.446 -2.841 -3.442 0.648 0.694 0.319
C -0.233 -3.333 -4.711 0.208 0.725 0.453
H 0.520 -3.603 -2.664 0.124 0.076 0.096
H 1.417 -2.356 -3.628 -0.305 -0.160 0.499
C -1.399 -2.466 -4.211 -0.571 0.085 -0.503
H -0.339 -4.416 -4.793 -0.293 0.256 -0.077
H 0.210 -2.891 -5.607 0.014 -0.318 0.039
C -2.624 -3.263 -3.806 -0.228 0.080 0.300
H -2.402 -4.096 -3.130 0.044 0.072 -0.161
H -3.099 -3.660 -4.725 0.222 0.176 0.495
H -3.322 -2.594 -3.289 -0.043 -0.268 -0.128
C -1.829 -1.394 -5.179 -0.164 0.022 -0.160
H -1.019 -0.683 -5.371 -0.164 -0.068 0.039
H -2.711 -0.886 -4.768 0.230 0.157 -0.243
H -2.108 -1.887 -6.122 -0.026 0.270 0.163
Gd -0.606 -0.002 0.151 0.962 1.286 1.902
C -1.481 2.615 0.333 0.466 0.051 -0.506
C -0.079 2.757 0.519 0.156 -0.286 -0.477
C 0.580 2.275 -0.647 -0.662 0.497 -0.061
H 0.416 3.211 1.378 -0.251 -0.386 -0.186
C -0.428 1.887 -1.599 0.007 0.537 0.545
C -1.696 2.120 -0.978 0.470 0.352 -0.333
H -2.663 1.987 -1.459 0.323 -0.045 0.198
H -2.251 2.865 1.062 0.218 -0.080 -0.283
H 1.649 2.310 -0.837 -0.261 -0.024 0.183
H -0.248 1.545 -2.620 -0.141 0.079 0.350
C -2.735 -1.173 1.074 -0.543 -0.035 -0.029
C -3.116 -0.279 0.027 -0.520 -0.962 0.266
C -2.603 -0.791 -1.202 -0.241 -0.985 0.522
H -3.737 0.608 0.152 0.302 -0.288 -0.013
C -1.915 -2.003 -0.882 -0.762 -0.344 0.700
C -1.980 -2.235 0.514 -0.582 0.200 -0.496
H -1.599 -3.142 0.989 -0.114 0.507 0.050
H -3.005 -1.084 2.126 0.131 0.134 -0.422
H -2.732 -0.365 -2.197 0.123 -0.109 0.377
H -1.477 -2.719 -1.548 -0.016 0.269 0.102
O 3.496 -1.080 -2.961 0.053 1.399 0.399
C 2.810 0.025 -3.596 -0.129 -0.217 -0.346
C 3.205 1.357 -2.934 0.620 -0.118 -0.001
H 1.719 -0.151 -3.539 0.437 0.034 -0.013
H 3.112 0.050 -4.652 -0.207 -0.197 0.143
C 4.130 0.964 -1.754 0.098 -0.169 -0.390
H 2.315 1.921 -2.644 0.283 -0.075 0.019
H 3.795 1.973 -3.622 -0.352 -0.104 -0.003
C 4.291 -0.561 -1.877 0.104 -0.551 0.548
H 3.705 1.265 -0.789 0.174 -0.140 -0.178
H 5.143 1.388 -1.849 -0.601 0.246 0.082
H 3.973 -1.033 -0.936 0.000 -0.139 -0.269
H 5.351 -0.838 -2.029 -0.464 0.060 -0.123
C -1.238 3.300 3.954 -0.190 0.106 -0.086
Si -1.366 1.431 4.170 -0.047 -0.006 -0.502
C -0.889 1.206 5.988 0.045 -0.238 0.128
C -3.144 0.853 3.990 -0.327 0.258 0.297
C -0.420 0.388 2.945 -0.298 -0.806 -0.039
Si 1.409 0.335 3.043 -0.254 0.179 0.302
C 2.030 -0.639 4.545 -0.047 -0.286 -0.131
C 2.003 -0.537 1.456 0.603 -0.438 -0.063
C 2.309 1.981 3.271 0.234 0.013 -0.330
H -1.843 3.746 4.758 0.158 -0.002 -0.185
H -1.632 3.668 3.000 0.092 -0.064 0.164
H -0.213 3.681 4.064 -0.191 -0.136 -0.006
H -1.627 1.735 6.613 0.175 -0.123 -0.188
H -0.899 0.150 6.291 0.038 0.190 -0.031
H 0.100 1.621 6.234 -0.193 -0.099 -0.122
H -3.543 1.074 2.992 0.075 -0.026 0.198
H -3.206 -0.234 4.147 0.005 0.248 0.016
H -3.786 1.340 4.741 0.042 -0.165 -0.236
H -0.842 -0.655 3.100 0.534 0.835 -0.197
H 1.471 -1.577 4.667 0.165 0.131 0.035
H 3.101 -0.878 4.464 -0.229 0.046 0.035
H 1.886 -0.042 5.457 -0.001 -0.127 -0.243
H 2.285 0.112 0.606 -0.194 -0.159 0.338
H 2.917 -1.065 1.772 -0.108 0.006 -0.411
H 1.317 -1.347 1.109 0.417 0.257 0.289
H 2.376 2.574 2.348 -0.042 -0.057 0.242
H 1.873 2.612 4.062 0.086 -0.288 -0.252
H 3.340 1.728 3.576 -0.295 0.184 -0.075